The following is a quantum chemistry calculation of a 3-piece molecular cluster, C33H51Br3IN2O3 overall, from the OMol25 dataset.

Computed properties:
**E_tot**: -9642.12787 Eh
**HOMO level**: -8.708 eV
**ΔE to the lowest compared entry with this formula, charge and spin**: 12.269 eV
**Orbital gap**: 3.8 eV
**Net charge**: +1

Geometry (Å):
C: 1.51110 4.15677 2.50202
C: 0.33003 3.43157 1.63649
C: 0.51492 1.81846 1.82774
Br: -0.61326 1.11636 3.34834
C: 0.23749 1.00256 0.45164
C: -1.22545 1.15498 -0.06675
C: -2.41138 1.99295 0.53478
Br: -3.80599 1.26013 1.78072
C: -2.61387 3.37480 0.18010
C: -1.69777 4.19395 -0.83579
Br: -4.14475 4.40212 0.96615
C: -1.45599 0.35049 -1.41729
C: -2.83560 0.35361 -2.21599
O: -3.30032 -0.94753 -2.63540
C: -4.16670 -1.55341 -1.67389
C: -3.86455 -1.75574 -0.17041
C: -4.88248 -2.47650 0.77756
C: -6.24037 -3.03877 0.27224
C: -6.56450 -2.83434 -1.25538
C: -5.54410 -2.10792 -2.19810
C: -0.14960 -0.39940 -1.81327
C: -0.27565 -1.27143 -3.18322
C: 1.14779 -1.84920 -3.64713
C: 1.65110 -3.14582 -2.84539
C: 0.57708 -4.33113 -2.72500
C: 3.03532 -3.64250 -3.55650
C: 4.23073 -2.72908 -2.97557
C: 5.13741 -3.44751 -1.86112
C: 4.63453 -4.21154 -0.72873
C: 4.26678 -3.54712 0.70516
C: 4.36259 -5.81245 -0.82155
N: 1.10908 -0.47598 -1.21852
N: 1.30038 0.24256 -0.10262
I: 3.24808 0.06555 0.59532
H: 1.62736 5.26075 2.19699
H: 1.38950 3.99920 3.62503
H: 2.50403 3.65322 2.17553
H: -0.66512 3.81199 2.03986
H: 0.54443 3.70307 0.54931
H: 1.57331 1.71381 2.22577
H: -2.31193 4.29231 -1.81485
H: -0.73016 3.66171 -1.13519
H: -1.54952 5.26258 -0.45810
H: -2.77724 1.05787 -3.13414
H: -3.65654 0.80899 -1.54476
H: -2.87862 -1.36795 0.24502
H: -4.59697 -2.61845 1.88301
H: -6.96054 -3.55797 0.98809
H: -7.55557 -3.25876 -1.64026
H: -5.85390 -2.03566 -3.29895
H: -1.08822 -2.07866 -3.08927
H: -0.62287 -0.52921 -4.00017
H: 1.06093 -2.16008 -4.75592
H: 1.98620 -1.05085 -3.61065
H: 1.96813 -2.88340 -1.76106
H: -0.45063 -3.98202 -2.34724
H: 0.96152 -5.07254 -1.92297
H: 0.48173 -4.93030 -3.69222
H: 3.25732 -4.73678 -3.26966
H: 2.94277 -3.53562 -4.70096
H: 3.82043 -1.76401 -2.48934
H: 4.94162 -2.41402 -3.82734
H: 6.27508 -3.32156 -1.95337
H: 3.26031 -2.98874 0.58811
H: 5.09881 -2.82928 1.06700
H: 4.09973 -4.36087 1.49069
H: 3.36746 -6.00570 -0.26022
H: 4.32230 -6.14598 -1.91274
H: 5.19908 -6.30854 -0.22055
C: -7.39084 2.64268 2.97454
C: -8.26725 3.87161 2.78887
C: -7.82988 5.00645 3.70197
O: -9.62298 3.53365 3.06928
H: -7.45516 2.26797 4.00132
H: -7.72343 1.83149 2.32084
H: -6.34428 2.86670 2.74965
H: -8.22304 4.20043 1.74670
H: -7.90973 4.71415 4.75399
H: -8.47505 5.87854 3.56629
H: -6.79639 5.30085 3.49934
H: -9.67319 3.24129 3.98940
C: 7.97891 2.69485 1.20721
C: 8.00874 1.62999 2.29218
C: 8.38865 0.27150 1.72451
O: 6.72422 1.54431 2.90836
H: 7.23577 2.45057 0.44044
H: 7.69334 3.66304 1.62728
H: 8.95512 2.79643 0.72671
H: 8.72300 1.91658 3.06859
H: 7.65958 -0.05678 0.97546
H: 8.39488 -0.48593 2.51302
H: 9.37712 0.30023 1.25946
H: 6.08556 1.29137 2.22950

---

The following is a quantum chemistry calculation of a 8-piece molecular cluster, C33H51FO23 overall, from the OMol25 dataset.

Computed properties:
**E_tot**: -3118.57522 Eh
**HOMO level**: -10.371 eV
**Orbital gap**: 10.6 eV
**Net charge**: 0

Geometry (Å):
C: 2.28024 2.48052 -4.19761
O: 1.36628 3.22401 -5.02420
C: 0.45142 2.44744 -5.70218
O: 0.79393 1.47348 -6.37660
C: -1.00778 2.88249 -5.54622
C: -1.72340 1.96565 -4.51502
C: -3.21482 2.34572 -4.33326
F: -1.60465 0.60915 -4.94571
H: 1.92316 1.44747 -4.08439
H: 2.32082 3.00051 -3.22545
H: 3.28470 2.46447 -4.64695
H: -1.53675 2.78911 -6.50534
H: -1.08663 3.91700 -5.17531
H: -1.25702 2.04260 -3.51796
H: -3.74445 1.47516 -3.92889
H: -3.25344 3.16831 -3.60086
H: -3.67184 2.70682 -5.26414
C: 1.40856 1.16944 1.44148
C: 0.19857 1.86933 0.87266
C: -0.79439 0.96140 0.18049
O: -1.34262 1.82769 -0.83040
C: -0.42286 2.77366 -1.10284
O: -0.48330 3.52100 -2.03248
O: 0.57783 2.75221 -0.20689
H: 2.01520 1.85959 2.02664
H: 1.10586 0.34856 2.08917
H: 2.03439 0.77774 0.63784
H: -0.29604 2.47307 1.63404
H: -1.58191 0.60004 0.83681
H: -0.31636 0.11323 -0.31483
C: -2.56302 -0.71779 -7.73144
C: -4.05996 -0.86678 -7.83574
C: -4.63211 -0.64158 -9.21820
O: -5.93566 -0.12257 -8.93410
C: -5.88935 0.46783 -7.71435
O: -6.74190 1.15975 -7.26623
O: -4.73179 0.15995 -7.08337
H: -2.21495 -1.00627 -6.74146
H: -2.05740 -1.33933 -8.47162
H: -2.27035 0.32148 -7.88138
H: -4.38217 -1.83301 -7.43698
H: -4.71187 -1.55276 -9.80628
H: -4.07078 0.10786 -9.78225
C: -3.30311 -2.78899 3.30136
C: -2.07550 -1.95613 3.56464
C: -1.58599 -1.99017 4.99325
O: -0.98562 -0.69137 5.14700
C: -1.58434 0.14210 4.27365
O: -1.44233 1.32575 4.26690
O: -2.34906 -0.54268 3.39801
H: -3.52318 -2.81826 2.23549
H: -3.14797 -3.81016 3.64901
H: -4.16940 -2.35992 3.80834
H: -1.27864 -2.22660 2.86886
H: -0.85523 -2.76950 5.16727
H: -2.40347 -2.08076 5.71389
C: 0.63352 -6.90885 8.87656
C: 1.04887 -6.49065 7.48785
C: 1.72763 -5.14223 7.40352
O: 1.35152 -4.69194 6.09503
C: 0.18956 -5.29515 5.77074
O: -0.49071 -4.98260 4.84417
O: -0.10298 -6.28077 6.64438
H: 0.26449 -7.93400 8.87856
H: 1.47965 -6.84688 9.56126
H: -0.17000 -6.26894 9.24262
H: 1.66408 -7.26366 7.02052
H: 2.80899 -5.19265 7.48905
H: 1.33697 -4.43351 8.13981
C: 4.44880 -1.01152 10.40004
C: 5.10425 -1.43090 9.10742
C: 4.55399 -0.76252 7.86587
O: 4.75340 -1.76501 6.86242
C: 4.77124 -2.96774 7.47657
O: 4.72074 -4.01346 6.91406
O: 4.84178 -2.81794 8.81915
H: 4.97175 -1.43804 11.25535
H: 4.45853 0.07414 10.49834
H: 3.41719 -1.36293 10.43540
H: 6.18873 -1.30701 9.16661
H: 5.08210 0.14819 7.59497
H: 3.48414 -0.55313 7.94412
C: 0.04970 -1.62731 -3.63092
C: 0.18026 -2.48918 -2.39605
C: -0.29413 -3.91027 -2.57960
O: -0.75126 -4.25987 -1.27380
C: -1.09955 -3.12666 -0.62904
O: -1.68648 -3.11889 0.40458
O: -0.69475 -2.03528 -1.32943
H: 0.50326 -0.64979 -3.47007
H: 0.55004 -2.09835 -4.47763
H: -0.99512 -1.45675 -3.88316
H: 1.20120 -2.46334 -2.00584
H: 0.49352 -4.59107 -2.89324
H: -1.13473 -3.97878 -3.27473
C: 1.43208 6.09867 -3.39353
C: 1.89060 7.53147 -3.49918
C: 0.83579 8.50117 -3.98363
O: 1.61309 9.49595 -4.65940
C: 2.76345 8.91034 -5.07491
O: 3.53772 9.40493 -5.82569
O: 2.90059 7.68684 -4.51538
H: 2.20099 5.48641 -2.92363
H: 0.52853 6.02181 -2.79389
H: 1.24179 5.67978 -4.38010
H: 2.32213 7.87152 -2.55322
H: 0.26534 8.95645 -3.17757
H: 0.15020 8.04291 -4.70124

---

What is the formula in the first record?
C33H51Br3IN2O3